{
  "formula": "C30H29N7O8",
  "method": "wB97M-V/def2-TZVPD",
  "orbital_gap_ev": 8.956,
  "smiles": "O=[N+]([O-])c1ccccc1.O=[N+]([O-])c1ccccc1.O=[N+]([O-])c1ccccc1.O=[N+]([O-])c1ccccc1.CC#N.CC#N.CC#N",
  "de_lowest_kj_mol": 7.9,
  "lumo_ev": -0.78,
  "elements": ["O", "N", "O", "C", "C", "C", "C", "C", "C", "H", "H", "H", "H", "H", "O", "N", "O", "C", "C", "C", "C", "C", "C", "H", "H", "H", "H", "H", "O", "N", "O", "C", "C", "C", "C", "C", "C", "H", "H", "H", "H", "H", "O", "N", "O", "C", "C", "C", "C", "C", "C", "H", "H", "H", "H", "H", "C", "C", "N", "H", "H", "H", "C", "C", "N", "H", "H", "H", "C", "C", "N", "H", "H", "H"],
  "coordinates": [[-3.42802, -0.22578, 1.26378], [-3.36128, -0.02396, 2.46457], [-3.53424, -0.87190, 3.31745], [-3.05008, 1.33834, 2.89582], [-2.47941, 2.22772, 2.01280], [-2.19064, 3.51020, 2.44725], [-2.31428, 3.83859, 3.78497], [-2.95331, 2.95178, 4.64946], [-3.32415, 1.69774, 4.20101], [-2.27898, 1.94930, 0.98890], [-1.74908, 4.20300, 1.74466], [-1.98506, 4.79661, 4.16536], [-3.02288, 3.13963, 5.71355], [-3.81753, 1.00233, 4.86561], [0.74226, 2.06001, 2.01304], [0.81512, 2.33302, 3.19605], [1.23620, 3.38054, 3.64647], [0.38025, 1.30083, 4.14168], [0.46736, 1.53571, 5.49897], [0.10958, 0.51884, 6.37752], [-0.34456, -0.70309, 5.89199], [-0.49503, -0.89373, 4.52510], [-0.08269, 0.09328, 3.64447], [0.76886, 2.49687, 5.88852], [0.27149, 0.67318, 7.43581], [-0.57768, -1.47479, 6.61484], [-0.93574, -1.80034, 4.13392], [-0.07090, -0.12040, 2.58315], [2.01748, -3.03724, -6.68605], [1.17736, -3.20704, -5.82838], [1.17612, -2.66680, -4.73890], [0.08742, -4.14124, -6.12563], [-0.14484, -4.50783, -7.43710], [-1.22728, -5.34137, -7.70976], [-1.91610, -5.94138, -6.67210], [-1.63554, -5.60721, -5.34622], [-0.69865, -4.62054, -5.09012], [0.46446, -4.11005, -8.23577], [-1.47801, -5.50410, -8.74862], [-2.80602, -6.51625, -6.90223], [-2.16691, -6.06243, -4.52345], [-0.42091, -4.34294, -4.08125], [1.33066, 4.85741, -1.63255], [0.73925, 3.96183, -1.04942], [0.05567, 4.12577, -0.06228], [0.87455, 2.60745, -1.58412], [0.27344, 1.56733, -0.91667], [0.47152, 0.27184, -1.36996], [1.24882, 0.03195, -2.49047], [1.78619, 1.10167, -3.18791], [1.58356, 2.40392, -2.75723], [-0.26884, 1.73868, -0.00171], [0.12461, -0.51495, -0.71082], [1.46104, -0.99576, -2.75547], [2.37412, 0.98860, -4.09056], [2.01703, 3.26194, -3.24795], [2.60672, -2.62539, 0.31280], [3.54541, -2.86501, 1.40181], [4.29099, -3.04126, 2.25334], [1.60880, -2.46456, 0.70418], [2.70295, -3.50026, -0.33514], [2.94600, -1.79254, -0.30129], [-2.03096, -4.30847, 1.58552], [-1.40456, -3.00181, 1.37660], [-0.91661, -1.97898, 1.21508], [-2.93756, -4.15456, 2.17054], [-1.36198, -4.91893, 2.18961], [-2.25204, -4.76314, 0.62601], [3.83496, 6.76035, -2.02731], [4.31455, 6.79651, -0.65186], [4.69862, 6.88329, 0.42332], [2.78348, 7.04807, -2.03903], [3.83226, 5.74584, -2.41870], [4.44318, 7.44604, -2.60948]],
  "forces_ev_per_a": [[0.000, -0.038, 0.332], [-0.043, 0.051, -0.691], [-0.050, -0.139, 0.094], [-0.046, 0.124, 0.274], [-0.276, 0.148, -0.438], [0.712, -0.003, -0.095], [-0.731, 0.102, 0.340], [0.704, -0.338, 0.116], [-0.205, -0.157, 0.274], [-0.090, -0.109, 0.011], [0.060, 0.037, 0.038], [0.040, 0.033, -0.140], [-0.226, 0.309, -0.095], [0.129, -0.090, -0.038], [0.125, 0.157, 0.073], [0.193, 0.057, 0.047], [-0.167, -0.159, -0.129], [-0.098, -0.349, 0.126], [-0.286, 0.077, 0.397], [0.416, 0.003, -0.308], [-0.115, 0.333, 0.282], [0.066, 0.043, 0.175], [0.109, -0.186, -0.236], [0.191, 0.014, -0.180], [-0.203, -0.027, 0.033], [-0.134, -0.112, -0.183], [0.184, -0.069, 0.000], [-0.191, 0.239, 0.045], [0.001, 0.067, -0.004], [0.081, 0.007, 0.016], [0.025, 0.007, 0.056], [-0.451, -0.181, -0.266], [-0.203, 0.133, -0.106], [0.689, 0.117, -0.022], [-0.823, 0.507, 0.107], [0.025, 0.377, -0.362], [0.877, -0.584, 0.484], [0.004, 0.063, 0.060], [-0.111, -0.247, 0.059], [0.273, -0.368, 0.069], [-0.118, 0.002, -0.046], [-0.262, 0.114, -0.019], [-0.033, -0.070, 0.075], [0.012, 0.398, -0.033], [-0.068, -0.002, -0.122], [-0.236, -0.150, -0.389], [-0.030, -0.230, 0.305], [0.220, 0.182, 0.597], [-0.014, -0.256, 0.275], [0.088, 0.538, -0.534], [0.156, 0.041, 0.474], [0.010, 0.105, -0.024], [-0.197, -0.205, -0.370], [0.000, 0.090, -0.317], [-0.019, -0.368, 0.075], [0.022, -0.093, -0.158], [0.762, -0.398, -0.294], [-0.073, 0.390, 0.034], [0.138, -0.124, 0.196], [-0.166, -0.042, -0.181], [-0.567, -0.020, 0.013], [-0.129, 0.244, 0.231], [0.110, 0.543, 0.418], [-0.209, -0.388, 0.004], [0.272, 0.213, -0.085], [-0.115, -0.046, -0.183], [0.039, -0.164, -0.203], [-0.035, -0.154, 0.028], [-0.428, -0.093, 0.258], [-0.101, -0.032, -0.181], [0.121, -0.042, 0.277], [0.093, 0.264, -0.018], [0.378, 0.005, -0.052], [-0.076, -0.104, -0.267]]
}

{
  "formula": "C22H25CoN3O3",
  "method": "wB97M-V/def2-TZVPD",
  "orbital_gap_ev": [6.029, 5.239],
  "s2": 3.757,
  "multiplicity": 4,
  "charge": 2,
  "lumo_ev": [-6.86, -7.65],
  "elements": ["C", "C", "H", "H", "C", "C", "H", "H", "C", "H", "H", "H", "C", "H", "H", "H", "Co", "O", "C", "O", "C", "O", "N", "C", "C", "H", "H", "H", "H", "C", "C", "H", "H", "H", "C", "C", "C", "C", "N", "C", "C", "C", "C", "C", "C", "N", "H", "H", "H", "H", "H", "H", "H", "H"],
  "coordinates": [[3.22513, -0.35212, -6.27536], [4.66704, 0.07076, -6.41604], [2.64215, 0.05113, -7.10509], [3.16390, -1.46049, -6.35993], [5.47534, 0.15242, -5.34405], [4.90560, 0.02735, -3.93793], [4.77507, 1.04794, -3.51637], [5.62338, -0.50833, -3.30803], [5.15355, 0.35501, -7.79321], [4.31949, 0.25439, -8.49299], [5.95050, -0.33576, -8.09979], [5.56630, 1.36779, -7.90991], [6.94306, 0.41308, -5.51134], [7.12198, 1.42348, -5.91064], [7.41643, -0.28830, -6.21856], [7.48504, 0.33350, -4.56043], [0.39254, -0.27448, -0.57373], [1.95676, 0.04076, -2.24322], [2.87380, -0.72733, -2.58379], [2.12369, -1.07698, 0.15168], [2.86534, -1.87150, -0.45923], [3.32872, -2.96353, 0.10551], [3.30932, -1.75706, -1.76933], [4.06680, -3.74417, -0.89776], [4.06088, -2.96429, -2.18218], [3.54359, -4.69598, -1.02766], [5.07732, -3.89586, -0.50665], [3.51947, -3.48253, -2.98485], [5.06686, -2.71167, -2.53455], [3.58200, -0.63515, -3.91979], [2.69252, 0.07751, -4.96604], [3.75225, -1.67676, -4.22555], [1.64099, -0.19311, -4.81856], [2.76013, 1.16149, -4.82203], [-0.43226, 1.69234, 3.07538], [-1.69621, 1.19308, 3.41742], [-2.30944, 0.27799, 2.56462], [-1.66104, -0.09261, 1.38018], [-0.43871, 0.42556, 1.04075], [0.18354, 1.27198, 1.89402], [-2.15778, -1.05691, 0.42172], [-3.36722, -1.75374, 0.53778], [-3.72229, -2.67338, -0.44390], [-2.84099, -2.88401, -1.51447], [-1.64170, -2.16882, -1.57699], [-1.30669, -1.25225, -0.63940], [0.08673, 2.39794, 3.71351], [-2.19304, 1.51176, 4.32992], [-3.28509, -0.15990, 2.77757], [1.17794, 1.59503, 1.59478], [-3.99698, -1.54990, 1.40737], [-4.66398, -3.21537, -0.37400], [-3.08117, -3.59472, -2.29919], [-0.91591, -2.31291, -2.37890]],
  "forces_ev_per_a": [[0.216, -0.226, -1.156], [0.449, -0.142, 0.688], [-0.024, 0.029, 0.063], [-0.062, 0.522, -0.126], [-0.758, -0.179, -0.566], [1.499, 1.048, 0.568], [0.339, -0.418, -0.048], [0.066, 0.132, 0.088], [0.189, -0.136, -0.634], [0.274, 0.014, -0.086], [-0.159, 0.090, -0.006], [-0.130, -0.213, 0.178], [0.407, 0.314, 0.146], [0.009, -0.231, 0.129], [-0.271, 0.189, 0.234], [-0.121, 0.055, -0.195], [1.785, -0.217, -1.087], [0.174, -0.909, 0.146], [0.013, 0.998, -0.563], [0.233, -0.844, -0.449], [-0.274, 0.033, 0.302], [-0.084, 0.407, -0.802], [-0.739, 0.113, 0.815], [0.350, -0.930, 0.842], [-0.059, 0.833, -0.681], [0.200, 0.160, 0.360], [-0.351, -0.071, 0.010], [0.168, 0.167, 0.242], [-0.266, 0.014, 0.123], [-1.981, -0.404, -0.130], [-0.606, -0.396, 1.354], [-0.256, 0.087, -0.174], [0.100, -0.045, -0.128], [0.058, -0.141, -0.054], [-0.045, -0.213, -0.151], [0.444, 0.072, -0.416], [0.177, -0.275, -0.682], [0.991, 1.343, 0.996], [-0.454, 0.682, 1.917], [-0.989, -0.353, -0.034], [-0.250, -0.931, -1.314], [0.564, 0.480, 0.156], [0.496, 0.156, -0.255], [0.179, 0.188, 0.093], [-0.524, 0.079, 0.422], [-1.257, -1.115, -0.031], [-0.087, -0.095, -0.016], [0.131, -0.055, -0.150], [0.340, 0.273, 0.146], [-0.203, 0.085, 0.169], [0.118, -0.231, -0.457], [0.246, 0.098, -0.065], [0.069, 0.108, 0.138], [-0.334, 0.004, 0.131]]
}

{
  "formula": "C26H33DyO5",
  "method": "wB97M-V/def2-TZVPD",
  "orbital_gap_ev": [8.278, 8.352],
  "s2": 9.349,
  "de_lowest_kj_mol": 0.0,
  "multiplicity": 6,
  "lumo_ev": [0.37, 0.37],
  "elements": ["O", "C", "C", "H", "H", "C", "H", "H", "C", "H", "H", "H", "C", "H", "H", "H", "Dy", "C", "C", "C", "H", "C", "C", "H", "H", "H", "H", "C", "C", "C", "H", "C", "C", "H", "H", "H", "H", "O", "C", "C", "H", "H", "C", "H", "H", "C", "H", "H", "H", "H", "O", "C", "C", "C", "C", "C", "C", "C", "O", "O", "H", "H", "H", "H", "H"],
  "coordinates": [[0.90559, -0.41525, -0.36462], [1.45662, 0.56600, -1.32863], [2.52190, -0.38785, -1.83344], [1.84213, 1.43185, -0.78347], [0.69538, 0.83965, -2.06544], [1.99558, -1.35627, -0.75526], [3.53780, -0.00620, -1.69516], [2.32173, -0.70603, -2.86784], [2.91987, -1.57624, 0.42920], [3.21602, -0.61901, 0.87903], [3.83362, -2.11075, 0.13587], [2.40336, -2.18638, 1.18069], [1.42775, -2.65253, -1.28947], [0.83183, -2.47924, -2.19116], [0.78958, -3.12315, -0.53074], [2.22968, -3.36058, -1.53819], [-1.32929, -0.35275, 0.48262], [-3.23248, -1.68684, -0.51464], [-3.48906, -0.35616, -0.96685], [-2.44789, 0.02829, -1.85363], [-4.39289, 0.21839, -0.77141], [-1.59748, -1.10541, -2.03311], [-2.06479, -2.15477, -1.18413], [-1.64231, -3.15846, -1.13007], [-3.86043, -2.25250, 0.17584], [-2.34375, 1.00570, -2.33396], [-0.81364, -1.19815, -2.78742], [-2.18743, -1.35733, 2.71571], [-1.69202, -2.47097, 1.97829], [-0.28811, -2.31316, 1.83851], [-2.26533, -3.33626, 1.65400], [0.09268, -1.10170, 2.51221], [-1.08214, -0.53193, 3.07759], [-1.11528, 0.33608, 3.73821], [-3.21653, -1.22534, 3.05310], [0.39432, -3.05080, 1.42223], [1.11105, -0.73126, 2.63499], [5.05197, 1.17902, -2.36431], [5.98747, 0.16658, -2.80339], [7.26439, 0.81269, -3.37232], [5.49669, -0.46507, -3.56427], [6.19367, -0.48975, -1.94321], [6.87960, 2.28632, -3.57495], [7.58437, 0.32065, -4.28706], [8.07107, 0.73193, -2.64250], [5.67118, 2.47015, -2.63243], [6.57980, 2.44557, -4.61471], [7.68304, 2.98510, -3.35215], [4.90494, 3.14350, -3.04302], [6.01074, 2.91982, -1.67729], [-4.87039, -0.22267, 1.67699], [-5.28902, 0.85091, 2.41502], [-6.48394, 0.76151, 3.14912], [-6.86675, 1.80699, 3.98342], [-6.05965, 2.94829, 4.09909], [-4.88013, 3.03011, 3.35713], [-4.48269, 2.00638, 2.48028], [-3.26418, 2.24772, 1.60224], [-3.02159, 3.42912, 1.36066], [-2.57565, 1.21684, 1.19295], [-5.57023, -0.90074, 1.66252], [-7.08380, -0.14597, 3.06266], [-7.79193, 1.72525, 4.54813], [-6.35873, 3.76423, 4.75652], [-4.24589, 3.91285, 3.43544]],
  "forces_ev_per_a": [[0.862, 0.510, -0.888], [-0.493, 0.258, 0.250], [-0.212, 0.038, 0.191], [-0.193, -0.007, -0.158], [0.050, 0.154, 0.227], [0.336, -0.596, -0.012], [-0.403, -0.355, -0.152], [0.317, -0.039, 0.411], [-0.032, -0.016, 0.178], [-0.099, -0.216, -0.104], [-0.255, 0.124, -0.108], [0.191, 0.212, -0.063], [-0.196, -0.256, 0.045], [0.102, -0.060, 0.199], [0.149, 0.099, -0.298], [-0.052, 0.261, 0.058], [-0.140, 0.135, 0.335], [-0.455, 0.477, -0.833], [-0.068, -0.616, -0.547], [-0.259, -0.593, -0.287], [0.615, -0.037, 0.352], [-0.516, -0.231, 0.079], [-0.037, 0.285, -0.787], [-0.128, 0.376, 0.090], [0.327, 0.239, -0.322], [-0.113, -0.473, 0.120], [-0.085, 0.168, 0.519], [0.403, -0.536, 0.569], [0.442, 0.285, 0.746], [-0.012, 0.241, 0.695], [0.121, 0.348, -0.048], [-0.373, -0.577, 0.432], [0.297, -0.643, -0.008], [-0.067, -0.183, -0.499], [0.482, 0.085, -0.350], [-0.269, 0.306, 0.031], [-0.392, -0.077, -0.099], [1.694, 0.814, -0.972], [-0.410, -0.743, 0.062], [-0.227, 0.210, 0.676], [0.023, 0.301, 0.190], [0.080, 0.200, -0.219], [-0.802, -0.419, -0.217], [0.007, 0.034, -0.029], [0.015, -0.019, -0.045], [-0.086, 0.417, 0.547], [-0.026, 0.043, 0.114], [-0.010, -0.047, 0.075], [0.182, -0.287, 0.045], [-0.184, -0.333, -0.294], [-0.603, -0.166, -0.216], [-0.001, 0.131, 0.549], [0.401, 0.321, -0.039], [0.257, 0.143, -0.163], [0.056, -0.389, -0.159], [-0.293, -0.124, -0.077], [-0.414, -0.542, 0.121], [0.177, 0.491, 0.064], [0.326, -0.961, -0.135], [-0.457, 1.554, 0.392], [0.297, 0.480, 0.093], [0.064, 0.217, 0.063], [0.136, 0.046, -0.075], [0.129, -0.223, -0.155], [-0.174, -0.243, -0.156]]
}

{
  "formula": "C7H8NO5S",
  "method": "wB97M-V/def2-TZVPD",
  "orbital_gap_ev": 6.214,
  "de_lowest_kj_mol": 122.6,
  "charge": -1,
  "lumo_ev": 2.77,
  "elements": ["C", "C", "C", "C", "C", "C", "C", "N", "O", "O", "O", "O", "O", "S", "H", "H", "H", "H", "H", "H", "H", "H"],
  "coordinates": [[-0.82890, -1.94649, -0.51315], [-2.00203, -1.35081, 0.10995], [0.05785, -0.91071, -0.73830], [-1.64920, -0.08137, 0.40147], [2.26306, -2.22998, -1.80560], [1.02648, 1.58851, 1.17858], [0.27713, 1.48959, -0.18257], [-0.41378, 0.24484, -0.16346], [1.50695, -3.00386, -2.30098], [3.37268, -1.96367, -1.47537], [1.28420, -0.81253, -1.19082], [-2.44139, 0.89728, 0.99828], [1.98185, 0.60725, 1.40406], [-0.67267, 3.07463, -0.37187], [-0.54402, -2.92938, -0.84546], [-2.88009, -1.70210, 0.54644], [1.62236, 2.55792, 1.15205], [0.04929, 1.67088, 1.72721], [1.04714, 1.54877, -0.89450], [-3.06637, 0.65220, 1.72702], [1.67915, -0.04305, 0.76591], [-1.66967, 2.64209, 0.47111]],
  "forces_ev_per_a": [[0.085, 0.512, -0.692], [2.268, 0.437, 0.191], [1.008, -0.880, -0.070], [-1.011, 0.609, 0.093], [-0.139, -0.227, 0.491], [-0.569, 3.143, -0.842], [0.735, 0.951, 1.657], [-2.138, 0.473, 0.112], [-0.069, 0.016, -0.208], [-0.016, 0.176, -0.207], [0.275, -0.179, -0.154], [-0.397, 0.711, 0.577], [-1.076, -0.322, 0.163], [-0.570, -1.163, 0.305], [-0.573, -0.197, 0.092], [-1.257, -1.171, 0.222], [-1.224, -0.768, 0.441], [1.476, -0.311, 1.478], [0.507, -0.547, -1.618], [1.380, -0.503, -1.197], [0.766, -1.280, -0.282], [0.539, 0.520, -0.552]]
}